This record from the OMol25 dataset describes C19H26ClIN3O2PtS as an isolated structure. The level of theory is ωB97M-V with the def2-TZVPD basis set.

The expectation value of S² is 6.04. The molar mass is 717.94 g mol⁻¹. Its total energy is -63365.442 eV. Its orbital gap (alpha / beta) is 7.5363 / 4.0814 eV. For the energy above the lowest of the compared OMol25 structures with the same formula, charge and spin, the calculation gives 0.000 eV. The HOMO energy (alpha / beta) is -16.8 / -17.3 eV. The multiplicity is 5. The total charge is +3. The LUMO energy (alpha / beta) comes out at -9.21 / -13.17 eV. The largest force on an atom is 0.9 eV Å⁻¹.

Geometry (Å):
Pt  -0.1423  -0.1657  0.2446
Cl  1.8607  1.3955  -6.1920
C  1.7213  1.3158  -4.5223
C  2.5144  2.1485  -3.7357
C  2.4399  2.1094  -2.3602
I  3.6198  3.3353  -1.2033
C  1.5261  1.2162  -1.7118
O  1.4329  1.1272  -0.4437
C  0.6917  0.3715  -2.5443
N  -0.1627  -0.4520  -1.8998
C  -0.9370  -1.2828  -2.5923
C  -0.8940  -1.3260  -3.9849
C  -0.0380  -0.4857  -4.6557
C  0.7851  0.3911  -3.9274
H  3.1974  2.8325  -4.2225
H  -1.6099  -1.9205  -2.0345
H  -1.5380  -2.0123  -4.5171
H  0.0059  -0.4952  -5.7378
C  -1.2069  -2.1577  2.5872
C  -0.9288  -0.7622  3.1304
N  -2.1175  0.0884  3.1288
C  -2.8151  0.2173  4.4406
C  -2.2287  1.3310  5.2902
C  -2.5382  0.6929  2.0438
C  -3.7942  1.5153  2.0779
N  -1.8963  0.5875  0.8725
H  -0.3065  -2.7752  2.6202
H  -1.5721  -2.1363  1.5602
H  -1.9662  -2.6477  3.1967
H  -0.1296  -0.2466  2.5747
H  -0.5761  -0.8168  4.1582
H  -2.7147  -0.7436  4.9422
H  -3.8743  0.3680  4.2713
H  -1.1618  1.1804  5.4699
H  -2.7301  1.3443  6.2573
H  -2.3668  2.3086  4.8237
H  -4.6584  0.8729  2.2537
H  -3.9440  2.0360  1.1354
H  -3.7554  2.2557  2.8751
H  -2.3526  1.1374  0.1613
O  1.5533  -1.6320  0.5332
S  3.0058  -1.8758  0.9172
C  3.8669  -0.3483  1.4278
C  3.9007  -0.4595  2.9516
C  4.1135  -1.9413  3.2964
C  3.0907  -2.7579  2.5092
H  3.3008  0.4768  0.9982
H  4.8596  -0.3923  0.9715
H  2.9686  -0.0872  3.3813
H  4.7169  0.1502  3.3346
H  3.9872  -2.1384  4.3599
H  5.1265  -2.2469  3.0279
H  2.0721  -2.7100  2.9006
H  3.3668  -3.7946  2.3187